a | Entry from OMol25: the ion C2H3BrN with charge +1 (the ωB97M-V functional and the def2-TZVPD basis).

Its spin multiplicity is 1. The highest occupied orbital energy (spin up / spin down) is -13.670 / -13.586 eV. As for the net charge: +1. Its SMILES is [NH3+]C#CBr.

Element x y z (Å)
N -1.0681 -0.2022 0.0805
C 0.2322 0.1388 0.5922
C 1.6354 0.2977 -0.3186
Br 3.3734 0.4269 -0.1316
H -1.2732 0.6032 -0.4147
H -1.7725 -0.3053 0.8705
H -1.1272 -0.9591 -0.6784

***

b | Entry from OMol25: a structure of composition C2H3BrN (the ωB97M-V functional and the def2-TZVPD basis).

Its spin multiplicity is 1. The highest occupied orbital energy (spin up / spin down) is -13.543 / -13.538 eV. As for the net charge: +1.

Element x y z (Å)
C -0.4595 -0.6531 -0.4690
C -0.3436 1.3592 -0.7009
N 0.5041 -0.6788 0.5777
Br -1.2140 1.9106 -2.0693
H 0.8725 -1.5491 0.8340
H -0.4595 -0.6166 1.2343
H 1.0999 0.2279 0.5931

***

Computed relative energies in units of kJ/mol: a 0.0; b 199.1

***

a | Entry from OMol25: the ion C6H11N2 with charge +1 (the ωB97M-V functional and the def2-TZVPD basis).

Its spin multiplicity is 1. The highest occupied orbital energy is -14.207 eV. As for the net charge: +1. Its SMILES is CCCc1c[nH]c[nH+]1.

Element x y z (Å)
C 0.9654 2.0926 -1.7297
C 0.8457 1.4495 -0.3380
C -0.5758 0.8863 -0.0695
C -0.5375 -0.4949 0.5107
C -0.3818 -0.8814 1.7862
N -0.3779 -2.2990 1.7415
C -0.6150 -2.7117 0.5115
N -0.7549 -1.6149 -0.2546
H 0.3568 2.9899 -1.8198
H 1.9830 2.4817 -1.8332
H 0.8306 1.3739 -2.5359
H 1.0095 2.2923 0.3350
H 1.5837 0.6715 -0.1671
H -1.0741 0.8412 -1.0448
H -1.2298 1.5019 0.5411
H -0.2570 -0.3517 2.7086
H -0.4090 -2.7675 2.6262
H -0.7049 -3.7595 0.2983
H -0.6570 -1.7001 -1.2665

***

b | Entry from OMol25: a structure of composition C6H11N2 (the ωB97M-V functional and the def2-TZVPD basis).

Its spin multiplicity is 1. The highest occupied orbital energy (spin up / spin down) is -12.750 / -12.753 eV. As for the net charge: +1.

Element x y z (Å)
C 0.9437 1.5528 0.9431
C 1.6935 0.1988 0.9158
C -0.8573 -1.6540 -1.0602
C -0.0565 1.2106 -0.1484
C -0.6999 -0.7575 0.2222
C 0.6167 -0.1083 -0.1164
N 0.2217 -1.1815 -1.8880
N -1.4220 0.5390 0.1864
H 0.5560 1.9955 1.9654
H 1.5531 2.4318 0.6896
H 2.6433 0.2392 0.3135
H 1.5167 -0.4165 1.8031
H -0.7175 -2.7323 -0.7551
H -1.9171 -1.6685 -1.4757
H -0.0733 1.9322 -1.0452
H -0.8087 -1.3130 1.2734
H 0.9151 -1.9124 -2.2371
H -2.0385 0.9505 0.9633
H -2.0691 0.6935 -0.5495

***

c | Entry from OMol25: the ion C6H11N2 with charge +1 (the ωB97M-V functional and the def2-TZVPD basis).

Its spin multiplicity is 1. The highest occupied orbital energy is -13.267 eV. As for the net charge: +1. Its SMILES is C=CC(=C)C(=[NH2+])NC.

Element x y z (Å)
C 1.7607 -1.8978 0.4607
C 2.1933 -0.7934 -0.1360
C 1.3376 0.3970 -0.2071
C 1.5208 1.6846 -0.5156
C -0.3848 0.1826 0.1013
N -0.6358 0.5228 1.3134
N -1.2813 -0.3115 -0.7127
C -2.7094 0.0403 -0.5731
H 2.3938 -2.7690 0.7553
H 0.8251 -2.0825 0.8392
H 3.1866 -0.6950 -0.4429
H 0.6637 2.3053 -0.5366
H 2.4420 2.1499 -0.7339
H 0.1883 0.6698 1.8314
H -1.5164 0.6882 1.7929
H -0.9107 -0.6328 -1.5188
H -3.0805 -0.5897 0.1276
H -2.7981 1.1903 -0.3414
H -3.1948 -0.0588 -1.5035

***

Computed relative energies in units of kJ/mol: a 0.0; b 621.4; c 236.1

***

a | Entry from OMol25: the ion C6H11N2 with charge +1 (the ωB97M-V functional and the def2-TZVPD basis).

Its spin multiplicity is 1. The highest occupied orbital energy is -14.583 eV. As for the net charge: +1. Its SMILES is CCC/N=[N+]1\[C@@H]2C[C@@H]21.

Element x y z (Å)
C -0.8446 1.9314 0.9544
C -0.5740 1.6559 -0.5079
C -1.3900 0.4036 -1.0063
N -1.1017 -0.8248 -0.5313
N -0.0453 -1.2260 -0.2085
C 1.4485 -0.9040 0.1578
C 1.8773 -2.3083 -0.2289
C 0.6658 -2.1474 0.5410
H -1.8178 2.1478 1.3141
H -0.2447 1.1956 1.5957
H -0.2532 2.8696 1.2793
H 0.4714 1.4166 -0.7195
H -0.7847 2.5122 -1.1052
H -2.4779 0.4856 -0.7278
H -1.5560 0.4959 -2.0564
H 1.8005 0.1757 0.5332
H 2.8101 -2.5678 0.3183
H 1.7618 -2.8192 -1.1615
H 0.2545 -2.4923 1.5594

***

b | Entry from OMol25: the ion C6H11N2 with charge +1 (the ωB97M-V functional and the def2-TZVPD basis).

Its spin multiplicity is 1. The highest occupied orbital energy is -15.336 eV. As for the net charge: +1. Its SMILES is C[N+]1=CN=CC1(C)C.

Element x y z (Å)
C -0.1518 1.9212 0.0419
N 0.7969 0.8200 -0.0385
C 2.1176 0.8858 -0.1299
N 2.6275 -0.3664 -0.0803
C 1.6663 -1.2043 0.0948
C 0.3743 -0.4982 0.0567
C -0.4885 -0.7784 1.2660
C -0.4547 -0.9722 -1.2148
H -0.9670 1.5946 -0.5632
H 0.1811 2.9031 -0.1763
H -0.5908 1.7502 1.0674
H 2.7544 1.7633 -0.1944
H 1.8402 -2.2480 -0.1555
H -1.5693 -0.3904 1.1519
H -0.0779 -0.5230 2.2229
H -0.5054 -1.9416 1.3644
H 0.1221 -1.8215 -1.7660
H -0.6412 -0.1291 -1.9681
H -1.3451 -1.4287 -0.8952

***

c | Entry from OMol25: the ion C6H11N2 with charge +1 (the ωB97M-V functional and the def2-TZVPD basis).

Its spin multiplicity is 1. The highest occupied orbital energy is -14.903 eV. As for the net charge: +1. Its SMILES is C/[NH+]=C1/C[C@H](C)C=N1.

Element x y z (Å)
C -0.5563 2.3345 -2.0718
N 0.0648 1.9524 -0.8736
C -0.1372 0.7524 -0.3703
C 0.7081 0.2300 0.8897
C -0.0787 -1.1413 1.1100
C 0.7686 -2.4376 1.2198
C -1.1102 -1.0698 0.0514
N -1.0672 -0.1049 -0.8290
H -0.7802 3.3764 -2.2772
H -1.2536 1.5890 -2.2882
H 0.2266 1.9965 -2.8148
H 0.5753 2.5666 -0.2540
H 1.7706 0.0379 0.9554
H 0.6285 1.1306 1.5709
H -0.6791 -1.2405 2.0067
H 1.5730 -2.6687 0.4663
H 0.0397 -3.2253 1.2723
H 1.2636 -2.4075 2.2167
H -1.9561 -1.6706 0.0196

***

Computed relative energies in units of kJ/mol: a 455.4; b 10.5; c 0.0

***

a | Entry from OMol25: the ion C6H11N2 with charge +1 (the ωB97M-V functional and the def2-TZVPD basis).

Its spin multiplicity is 1. The highest occupied orbital energy is -13.672 eV. As for the net charge: +1. Its SMILES is [H]/N=C(/CC#C)[C@H](C)[NH3+].

Element x y z (Å)
H -1.5040 -2.6249 0.7955
N -0.5776 -2.5088 0.3951
C -0.1777 -1.3530 0.2063
C 1.2772 -1.1519 -0.5769
C 1.7436 0.1913 -0.5143
C 2.2963 1.2500 -0.5748
C -1.0670 -0.0170 0.4584
C -1.2858 0.6171 -0.9616
N -0.2503 1.0155 1.3213
H 1.1310 -1.6281 -1.6006
H 1.9239 -1.8685 -0.1148
H 2.8504 2.1594 -0.6440
H -1.8988 -0.2614 1.0885
H -1.6346 1.5686 -0.7786
H -0.3126 0.7440 -1.4461
H -2.0138 0.0380 -1.4722
H -0.5782 0.8945 2.3296
H -0.7465 1.7971 0.9486
H 0.8246 1.1381 1.1406

***

b | Entry from OMol25: the ion C6H11N2 with charge +1 (the ωB97M-V functional and the def2-TZVPD basis).

Its spin multiplicity is 1. The highest occupied orbital energy (spin up / spin down) is -13.948 / -12.331 eV. As for the net charge: +1.

Element x y z (Å)
C -0.7884 -0.0882 -1.5420
C -0.9539 0.6189 -0.5169
C -0.7055 0.1468 0.8260
C 2.7560 -1.3771 0.0005
C 1.6069 -0.4676 -0.1200
C -1.5615 2.0786 -0.5173
N 1.9056 -1.3924 -1.1534
N 0.3070 -0.9126 0.7497
H -0.6125 -0.2574 -2.6181
H -0.1587 0.9967 1.3897
H -1.7015 -0.0686 1.2240
H 3.6694 -0.9223 -0.2002
H 2.7515 -2.0638 0.7814
H 1.6070 0.5909 -0.2243
H -2.1600 2.2448 0.4094
H -1.9213 2.1710 -1.5617
H -0.6427 2.6218 -0.3358
H 0.6996 -1.1603 1.7176
H 0.2536 -1.9172 0.2432

***

Computed relative energies in units of kJ/mol: a 0.0; b 413.2

***

a | Entry from OMol25: an isolated molecule of C2H4ClP (the ωB97M-V functional and the def2-TZVPD basis).

Its spin multiplicity is 1. The highest occupied orbital energy (spin up / spin down) is -8.544 / -9.207 eV. Its SMILES is C=[PH]=CCl.

Element x y z (Å)
C -1.1888 0.4812 0.2067
P -0.4189 -1.1116 0.0979
C 1.1306 -0.4923 -0.6413
Cl 2.3643 0.3602 0.1249
H -0.6647 1.1821 0.6472
H -2.0800 0.7228 -0.3106
H 0.0320 -1.1440 1.4851
H 0.8255 0.0016 -1.6099

***

b | Entry from OMol25: a cluster of 2 separate species, C2H4ClP in total (the ωB97M-V functional and the def2-TZVPD basis).

Its spin multiplicity is 1. The highest occupied orbital energy (spin up / spin down) is -8.720 / -8.438 eV.

Element x y z (Å)
C 0.9359 -0.7671 0.0179
C -0.5625 1.3720 0.3377
P -0.0275 -1.7569 -0.8631
Cl -2.2102 0.7113 0.1077
H 1.6940 -0.2483 0.3921
H -0.2552 1.9420 -0.4550
H -0.3006 1.6784 1.3055
H 0.7261 -2.9313 -0.8427

***

Computed relative energies in units of kJ/mol: a 0.0; b 127.7

***

a | Entry from OMol25: a structure of composition C2H3O4P (the ωB97M-V functional and the def2-TZVPD basis).

Its spin multiplicity is 1. The highest occupied orbital energy is 0.997 eV. As for the net charge: -2.

Element x y z (Å)
C 0.8624 0.1076 1.2326
C 0.0857 0.8251 0.2622
O 1.5604 -0.9024 0.8186
O -2.2102 -0.0239 -1.9533
O 0.8524 0.4029 2.5140
O -0.1862 -1.4142 -1.3262
P -1.5212 -0.6129 -0.6957
H 0.4716 1.1343 -0.6863
H -0.4418 1.7787 0.4993
H 0.5268 -1.2952 -0.6653

***

b | Entry from OMol25: a structure of composition C2H3O4P (the ωB97M-V functional and the def2-TZVPD basis).

Its spin multiplicity is 1. The highest occupied orbital energy is 1.049 eV. As for the net charge: -2.

Element x y z (Å)
C -1.6099 0.2522 0.1624
C -0.3444 -0.7671 0.0664
O -1.5075 1.3132 -0.4801
O 2.7586 -0.8832 -0.0484
O -2.5990 -0.0569 0.8797
O 1.6248 1.3690 -0.5487
P 1.7924 0.0601 0.5864
H -0.2255 -0.9839 -0.9199
H -0.5387 -1.4830 0.8550
H 0.6490 1.1795 -0.5528

***

Computed relative energies in units of kJ/mol: a 0.0; b 27.8